Density functional theory data (the ωB97M-V functional and the def2-TZVPD basis) for C30H41Cl3CrN6O10P2S3 as an isolated structure at a distorted geometry.

Results
**Energy relative to the best compared isomer or geometry (same formula, charge and spin)**: 65.6 kJ/mol
**E_HOMO (alpha / beta)**: -0.410 / -0.410 Eh
**Frontier orbital gap (alpha / beta)**: 7.48 / 8.57 eV

```
! wB97M-V def2-TZVPD RIJCOSX def2/J DEFGRID3
* xyz 1 4
Cr -0.407 0.007 1.770
O -1.006 1.369 3.074
S -1.219 0.402 4.213
O -2.438 0.429 4.949
O -1.031 -0.904 3.508
C 0.085 0.627 5.396
C -0.315 0.633 6.723
C 0.629 0.752 7.732
C 1.972 0.856 7.420
C 2.382 0.858 6.093
C 1.447 0.759 5.080
S 2.034 0.873 3.413
O 1.641 2.162 2.915
O 3.430 0.563 3.386
O 1.239 -0.266 2.757
H -1.364 0.534 6.960
H 0.303 0.752 8.763
H 2.711 0.941 8.205
H 3.428 0.940 5.832
C -6.157 -0.675 0.453
N -5.124 -0.052 1.283
C -5.312 -0.161 2.743
P -3.671 0.403 0.757
O -2.521 -0.087 1.567
O -3.518 -0.324 -0.693
P -2.131 -1.105 -1.002
O -0.970 -0.383 -0.391
N -1.981 -1.133 -2.620
C -2.956 -1.889 -3.414
C -1.442 0.059 -3.291
N -2.384 -2.621 -0.454
C -1.212 -3.312 0.111
C -3.677 -3.056 0.091
N -3.676 2.010 0.538
C -2.399 2.708 0.330
C -4.825 2.631 -0.134
H -7.125 -0.234 0.692
H -6.218 -1.751 0.637
H -5.957 -0.510 -0.603
H -6.296 0.228 3.006
H -4.557 0.410 3.278
H -5.241 -1.201 3.067
H -3.213 -2.816 -2.906
H -2.506 -2.140 -4.373
H -3.867 -1.311 -3.598
H -0.684 0.528 -2.668
H -2.228 0.786 -3.519
H -0.983 -0.253 -4.228
H -0.319 -3.087 -0.470
H -1.383 -4.385 0.063
H -1.045 -3.037 1.158
H -4.495 -2.625 -0.478
H -3.788 -2.780 1.145
H -3.741 -4.140 0.007
H -1.676 2.393 1.076
H -2.564 3.775 0.476
H -1.997 2.552 -0.677
H -5.748 2.150 0.179
H -4.740 2.573 -1.223
H -4.871 3.680 0.155
Cl 1.261 3.800 -6.330
C 2.093 2.772 -5.214
C 1.500 1.599 -4.788
C 2.185 0.793 -3.892
C 3.446 1.128 -3.411
C 4.102 0.202 -2.420
C 4.248 0.784 -1.027
N 2.939 1.145 -0.500
C 2.226 2.301 -0.744
C 1.036 2.140 -0.127
N 1.007 0.898 0.481
C 2.177 0.333 0.240
O 5.383 -0.235 -2.831
C 5.339 -1.532 -3.444
C 4.964 -2.581 -2.433
C 3.770 -3.227 -2.362
Cl 2.435 -3.057 -3.438
S 3.655 -4.286 -1.017
C 5.237 -3.865 -0.506
C 5.811 -2.963 -1.341
C 4.014 2.311 -3.865
Cl 5.576 2.838 -3.321
C 3.350 3.136 -4.760
H 0.526 1.323 -5.168
H 1.733 -0.136 -3.553
H 3.439 -0.659 -2.310
H 4.907 1.651 -1.012
H 4.675 0.018 -0.381
H 2.640 3.127 -1.301
H 0.222 2.843 -0.052
H 2.515 -0.623 0.604
H 6.340 -1.709 -3.829
H 4.641 -1.537 -4.286
H 5.661 -4.321 0.375
H 6.810 -2.569 -1.202
H 3.814 4.053 -5.099
*
```